Model i:
{
  "formula": "C3H8NOS",
  "method": "ωB97M-V with the def2-TZVPD basis set",
  "symbols": ["N", "C", "C", "O", "C", "S", "H", "H", "H", "H", "H", "H", "H", "H"],
  "positions_angstrom": [[0.9697, -0.7390, -1.1960], [-0.2908, -0.0643, -0.3764], [-0.8139, -1.2191, 0.5122], [-0.1739, -2.2276, 0.7912], [0.2547, 1.0835, 0.4741], [-1.3376, 1.9112, 1.0043], [0.5002, -0.9943, -2.0891], [1.3049, -1.5656, -0.5160], [1.7562, -0.0929, -1.3676], [-1.1480, 0.0981, -1.0449], [-1.9254, -1.1098, 0.6806], [0.8258, 1.7963, -0.2168], [0.9355, 0.7047, 1.2732], [-0.8574, 2.4187, 2.0714]],
  "nbo_charge": [-0.748, -0.133, 0.415, -0.483, -0.545, 0.023, 0.456, 0.490, 0.447, 0.258, 0.180, 0.238, 0.256, 0.146],
  "multiplicity": 1,
  "total_charge": 1,
  "homo_ev": -13.58
}

***

Model ii:
{
  "formula": "C3H8NOS",
  "method": "ωB97M-V with the def2-TZVPD basis set",
  "symbols": ["C", "N", "C", "C", "O", "S", "H", "H", "H", "H", "H", "H", "H", "H"],
  "positions_angstrom": [[1.1032, 1.3797, -0.5906], [0.9699, -0.0466, -0.1694], [-0.3273, -0.4244, 0.6456], [-1.5185, -0.9133, -0.1840], [-0.5286, 0.5216, 1.6321], [0.0971, -0.9772, 2.2610], [0.2644, 1.6117, -1.2430], [1.1007, 2.0113, 0.3373], [1.8960, 1.3720, -1.3637], [1.7002, -0.4630, 0.3821], [0.8412, -0.6382, -1.0317], [-2.2713, -1.1579, 0.6965], [-1.2317, -1.9615, -0.5652], [-2.0954, -0.3141, -0.8070]],
  "nbo_charge": [-0.437, -0.540, 0.268, -0.700, -0.546, 0.506, 0.237, 0.270, 0.253, 0.448, 0.438, 0.286, 0.251, 0.266],
  "multiplicity": 1,
  "total_charge": 1,
  "homo_ev": -14.01
}

***

Most stable to least stable, the ends of the list are model i and model ii.

***

Model i:
{
  "formula": "C8H15N5",
  "method": "ωB97M-V with the def2-TZVPD basis set",
  "symbols": ["C", "C", "N", "N", "N", "C", "C", "C", "C", "C", "N", "C", "N", "H", "H", "H", "H", "H", "H", "H", "H", "H", "H", "H", "H", "H", "H", "H"],
  "positions_angstrom": [[4.2017, 0.9288, -0.3968], [3.7333, -0.4991, 0.2904], [2.3373, -0.6864, 0.3612], [1.7413, -0.2320, 1.5038], [0.4308, -0.3069, 1.3031], [0.2539, -0.7511, -0.0086], [-1.0352, -0.6360, -0.7131], [-1.5315, 0.8030, -1.0560], [-2.1734, 1.4806, 0.2319], [-3.0739, 0.4349, 1.0574], [-3.3672, -0.8307, 0.3439], [-2.1374, -1.4742, -0.2699], [1.4586, -1.0287, -0.6590], [4.2287, 1.7564, 0.3779], [5.3732, 0.7576, -0.4827], [3.7834, 1.0666, -1.4741], [4.0930, -0.5281, 1.3401], [4.1110, -1.4159, -0.1968], [-0.7167, -0.9180, -1.7376], [-0.7161, 1.4470, -1.3840], [-2.3368, 0.6341, -1.8057], [-1.3121, 1.7873, 0.7536], [-2.7039, 2.3181, -0.1601], [-2.3152, 0.0100, 1.8645], [-3.9038, 0.8258, 1.6850], [-4.0737, -0.4786, -0.3625], [-2.4977, -2.2301, -1.0194], [-1.8515, -2.2342, 0.6136]],
  "nbo_charge": [-0.643, -0.228, -0.037, -0.028, -0.281, 0.300, -0.334, -0.357, -0.430, -0.250, -0.618, -0.233, -0.252, 0.236, 0.215, 0.240, 0.235, 0.219, 0.240, 0.219, 0.201, 0.212, 0.198, 0.193, 0.217, 0.337, 0.221, 0.210],
  "multiplicity": 1,
  "total_charge": 0,
  "homo_ev": -8.78
}

***

Model ii:
{
  "formula": "C8H15N5",
  "method": "ωB97M-V with the def2-TZVPD basis set",
  "symbols": ["C", "C", "N", "C", "N", "C", "C", "N", "C", "N", "C", "C", "N", "H", "H", "H", "H", "H", "H", "H", "H", "H", "H", "H", "H", "H", "H", "H"],
  "positions_angstrom": [[-2.3133, 1.4130, 2.3310], [-1.4330, 2.0870, 1.2398], [-0.0857, 1.8024, 1.2178], [0.6320, 0.9782, 0.5473], [2.0154, 1.1666, 0.7124], [2.6081, 0.2277, -0.0054], [4.1108, 0.1303, -0.0079], [2.1158, -0.6831, -0.8067], [0.7864, -0.7600, -0.8969], [0.3009, -1.7080, -1.6589], [-1.1042, -1.6691, -2.1098], [-2.1218, -2.2912, -1.1754], [-0.0133, 0.2560, -0.4350], [-3.4082, 1.8873, 2.2703], [-1.9365, 1.7006, 3.4066], [-2.2281, 0.3153, 2.1359], [-1.7693, 1.7915, 0.2125], [-1.5492, 3.2530, 1.3232], [0.4191, 2.3146, 1.7852], [4.6401, 0.9768, 0.0175], [4.1557, -0.6575, -0.9819], [4.2055, -0.2987, 1.0337], [1.0446, -2.2853, -1.9614], [-1.1933, -0.4683, -2.4457], [-0.9677, -2.1442, -3.1175], [-3.1390, -2.5666, -1.6292], [-1.5714, -3.2519, -0.6482], [-2.2002, -1.5162, -0.3531]],
  "nbo_charge": [-0.625, -0.221, -0.547, 0.609, -0.581, 0.474, -0.649, -0.636, 0.617, -0.578, -0.229, -0.647, -0.649, 0.220, 0.208, 0.220, 0.226, 0.188, 0.388, 0.213, 0.247, 0.227, 0.413, 0.224, 0.203, 0.232, 0.218, 0.232],
  "multiplicity": 1,
  "total_charge": 0,
  "homo_ev": -8.66
}

***

Most stable to least stable, the ends of the list are model ii and model i.

***

Model i:
{
  "formula": "C2H2N2O4",
  "method": "ωB97M-V with the def2-TZVPD basis set",
  "symbols": ["C", "C", "N", "N", "O", "O", "O", "O", "H", "H"],
  "positions_angstrom": [[2.2464, 0.4907, 0.9762], [-2.2221, 1.3971, -1.3777], [1.4465, 0.4659, 1.8044], [1.3000, -1.3137, -0.2908], [-2.0124, 2.0006, -2.3054], [-0.0928, -1.6185, -0.0890], [-2.4311, 0.8131, -0.4101], [1.5114, -0.7842, -1.3525], [0.6109, 0.3668, 2.2347], [-0.3569, -1.8178, 0.8103]],
  "nbo_charge": [0.304, 1.024, -0.728, 0.373, -0.494, -0.605, -0.530, -0.246, 0.422, 0.481],
  "multiplicity": 1,
  "total_charge": 0,
  "homo_ev": -10.62
}

***

Model ii:
{
  "formula": "C2H2N2O4",
  "method": "ωB97M-V with the def2-TZVPD basis set",
  "symbols": ["O", "C", "O", "N", "N", "O", "C", "O", "H", "H"],
  "positions_angstrom": [[-1.9473, 0.6394, 1.7594], [-0.9789, 0.5557, 1.0901], [0.2804, 1.4444, 1.0586], [1.1911, 0.5591, 0.1557], [0.2520, 0.0426, -0.7933], [0.8297, -1.0547, -1.2040], [-0.9021, -0.1740, -0.2140], [-1.7237, -0.8596, -0.6507], [1.4022, -0.2709, 0.8996], [1.5968, -0.8819, -2.1014]],
  "nbo_charge": [-0.428, 0.680, -0.414, -0.150, -0.041, -0.524, 0.506, -0.452, 0.327, 0.497],
  "multiplicity": 1,
  "total_charge": 0,
  "homo_ev": -10.26
}

***

Model iii:
{
  "formula": "C2H2N2O4",
  "method": "ωB97M-V with the def2-TZVPD basis set",
  "symbols": ["H", "N", "C", "O", "C", "O", "O", "N", "O", "H"],
  "positions_angstrom": [[0.0565, -1.5243, 2.1272], [-0.4599, -0.6504, 1.8339], [0.1081, -0.1062, 0.8479], [1.3353, -0.1344, 0.3293], [1.3948, 0.2329, -1.0121], [2.3786, 0.5194, -1.7939], [0.1003, 0.2867, -1.3871], [-0.5101, 0.5261, -0.2531], [-1.9343, 0.0411, -0.4305], [-2.4694, 0.8091, -0.2615]],
  "nbo_charge": [0.390, -0.683, 0.657, -0.483, 0.953, -0.529, -0.297, 0.047, -0.538, 0.482],
  "multiplicity": 1,
  "total_charge": 0,
  "homo_ev": -10.17
}

***

Most stable to least stable, the ends of the list are model i and model ii.

***

Model i:
{
  "formula": "C2H2N2O4",
  "method": "ωB97M-V with the def2-TZVPD basis set",
  "symbols": ["C", "C", "H", "H", "N", "N", "O", "O", "O", "O"],
  "positions_angstrom": [[-0.5264, -0.0214, 0.8085], [1.0823, -0.8800, -0.4046], [-1.3683, -0.4536, 2.6708], [-0.2573, 2.4443, -0.6318], [0.4705, -0.9624, 0.9827], [-0.8527, 0.4385, -0.5020], [-1.2232, 0.4401, 1.8280], [1.9900, -1.4264, -0.9775], [0.4510, 0.1665, -1.1501], [-1.0970, 1.7055, -0.6787]],
  "nbo_charge": [0.657, 0.836, 0.543, 0.476, -0.552, 0.129, -0.639, -0.533, -0.398, -0.519],
  "multiplicity": 1,
  "total_charge": 0,
  "homo_ev": -10.52
}

***

Model ii:
{
  "formula": "C2H2N2O4",
  "method": "ωB97M-V with the def2-TZVPD basis set",
  "symbols": ["C", "C", "H", "H", "N", "N", "O", "O", "O", "O"],
  "positions_angstrom": [[-1.1716, -0.0685, 0.0297], [-0.0437, 0.8141, -0.0487], [2.5448, -0.0734, 1.0102], [1.1139, -2.2159, -0.3319], [0.9439, -0.0464, -0.3231], [0.6527, -1.4354, 0.3418], [2.1957, 0.2652, -0.1414], [-0.7690, -1.3662, -0.0692], [-2.3258, 0.1680, -0.0367], [-0.0438, 1.9566, 0.1604]],
  "nbo_charge": [0.654, 0.498, 0.438, 0.377, -0.012, -0.170, -0.494, -0.363, -0.463, -0.466],
  "multiplicity": 1,
  "total_charge": 0,
  "homo_ev": -10.37
}

***

Most stable to least stable, the ends of the list are model i and model ii.

***

Model i:
{
  "formula": "H2NO2S",
  "method": "ωB97M-V with the def2-TZVPD basis set",
  "symbols": ["N", "O", "O", "S", "H", "H"],
  "positions_angstrom": [[1.0046, 0.6292, 0.3828], [-0.2293, -0.2798, -1.7098], [-1.3635, 1.3047, -0.0939], [-0.3092, 0.3991, -0.4106], [1.5323, -0.1631, 0.7894], [-0.6349, -1.8901, 1.0422]],
  "nbo_charge": [-1.192, -0.912, -0.904, 2.240, 0.405, -0.636],
  "multiplicity": 1,
  "total_charge": -1,
  "homo_ev": [-3.32, -2.45]
}

***

Model ii:
{
  "formula": "H2NO2S",
  "method": "ωB97M-V with the def2-TZVPD basis set",
  "symbols": ["N", "S", "O", "O", "H", "H"],
  "positions_angstrom": [[-0.7696, -0.7087, 0.7221], [0.3303, -0.0273, -0.1667], [1.5259, -0.8592, -0.4181], [0.4785, 1.4059, 0.1083], [-1.1576, -0.0058, 1.2282], [-0.4076, 0.1951, -1.4740]],
  "nbo_charge": [-1.248, 2.122, -0.996, -1.046, 0.335, -0.167],
  "multiplicity": 1,
  "total_charge": -1,
  "homo_ev": -4.14
}

***

Most stable to least stable, the ends of the list are model ii and model i.